No. 1
A molecular structure, C4H6KN2 in a non-equilibrium geometry, computed with ωB97M-V/def2-TZVPD.

Output
HOMO-LUMO gap (alpha / beta) ... 3.249 / 12.595 eV
2S+1 ... 2
Lowest unoccupied orbital energy (alpha / beta) ... 0.3 / 0.4 eV

Last column: Löwdin charge in e.
Positions of all 13 atoms, in Å:
K 23.3178 -27.9325 7.0173  0.007
C 25.3969 -28.2163 11.4584  -0.048
C 25.0363 -28.8765 10.1616  -0.266
N 24.6603 -29.3761 9.1791  0.079
H 24.4134 -28.1244 11.9192  0.083
H 25.8945 -27.3060 11.1241  0.081
H 26.0664 -28.8691 12.0186  0.082
C 26.5270 -26.4681 3.8806  -0.065
C 26.2899 -27.3473 5.0512  -0.281
N 26.1303 -27.9666 6.0243  0.088
H 27.5519 -26.5090 3.5119  0.084
H 26.2104 -25.4624 4.1570  0.080
H 25.8491 -26.8346 3.1097  0.077

No. 2
C4H7NO2 in the gas phase, computed with ωB97M-V/def2-TZVPD.

Output
Energy relative to the best compared isomer or geometry (same formula, charge and spin) ... 496.4 kJ/mol
HOMO-LUMO gap ... 8.485 eV
Lowest unoccupied orbital energy ... 0.5 eV

Last column: Löwdin charge in e.
Positions of all 14 atoms, in Å:
C -1.3716 -1.3001 -0.1007  0.002
C -0.1966 -0.3912 -0.1660  -0.207
N -0.0807 0.8154 0.3092  -0.192
O -1.2563 1.5448 0.5711  0.053
C 1.1294 -0.6570 -0.7936  -0.331
C 1.2389 1.2174 0.3781  -0.002
O 1.8838 -1.5741 -0.5142  -0.004
H -2.1749 -0.9161 -0.7420  0.093
H -1.0647 -2.2773 -0.4806  0.089
H -1.7781 -1.4123 0.9084  0.091
H -1.0411 2.1384 1.3080  0.115
H 1.2541 -0.0062 -1.6835  0.137
H 1.5971 2.1327 -0.0778  0.073
H 1.8608 0.6855 1.0838  0.083

no.,total energy (eV),molar mass (Da)
1,-23548.3692,121.20
2,-9842.1349,101.10